ORCA calculation (ωB97M-V/def2-TZVPD) on an isolated molecule of C5H13NS at a distorted geometry.

Positions of all 20 atoms, in Å:
C 0.562 -2.639 0.667
N 0.859 -1.206 0.697
C 0.135 -0.361 -0.367
C -1.334 -0.360 -0.083
C 0.857 0.999 -0.276
C -0.005 2.240 -0.479
S -1.200 2.618 0.831
H -0.503 -2.746 0.493
H 1.074 -3.192 -0.158
H 0.804 -3.147 1.594
H 1.789 -1.160 0.277
H 0.368 -0.958 -1.268
H -1.619 -1.436 -0.032
H -1.521 0.013 0.945
H -1.976 -0.038 -0.924
H 1.372 1.102 0.668
H 1.587 0.974 -1.100
H 0.627 3.173 -0.562
H -0.584 2.172 -1.461
H -1.291 3.952 0.540

Values from the calculation:
SMILES string = CN[C@@H](C)CCS
HOMO = -8.85 eV
HOMO-LUMO gap = 9.70 eV

ORCA calculation (ωB97M-V/def2-TZVPD) on an isolated molecule of C5H13NS at a distorted geometry.

Positions of all 20 atoms, in Å:
C 1.556 0.143 -2.085
N 0.194 0.124 -1.330
C 0.352 0.105 0.076
C 1.389 -1.126 0.374
C -0.978 -0.247 0.673
C -1.864 0.929 1.006
S -3.089 0.630 2.265
H 1.498 0.648 -2.987
H 2.221 -0.708 -2.201
H 2.210 0.926 -1.566
H -0.605 0.761 -1.534
H 0.879 0.953 0.364
H 2.445 -0.630 0.511
H 1.167 -1.755 -0.472
H 1.144 -1.779 1.208
H -0.769 -0.798 1.540
H -1.566 -0.976 0.075
H -2.244 1.424 0.103
H -1.247 1.925 1.385
H -2.692 -0.549 2.595

Values from the calculation:
SMILES string = CN[C@H](C)CCS
HOMO = -8.62 eV
HOMO-LUMO gap = 9.64 eV

Across the entries above, DFT total energy takes the values -17720.0564 -17718.7338 eV, respectively.